Formula: C78H150N6O18
Source: the OMol25 dataset
Level of theory: ωB97M-V with the def2-TZVPD basis set

```
252
Properties=species:S:1:pos:R:3:forces:R:3
C -11.8717 2.5215 -1.8871 -1.0815 0.5827 -0.3519
H -8.7632 4.2144 -12.6606 -0.2003 0.0978 0.0584
C -6.1522 5.8187 -11.6934 0.8970 -0.2773 0.8674
H -10.0696 7.9891 -12.5523 -0.1273 -0.0891 -0.1371
H -6.2655 0.2893 -16.1716 -0.3096 -0.0419 -0.0557
H -7.0276 12.8688 -0.4175 -0.0763 0.4347 -0.3163
H -13.6684 12.8503 -15.4734 0.1654 -0.3271 -0.4482
H -6.6184 12.4280 -8.2004 -0.0121 0.2331 0.0065
H -8.6489 3.0807 -2.9000 -0.1166 -0.0356 -0.3092
H -9.5030 7.4207 -6.0613 -0.3080 0.0741 0.0404
C -7.8165 2.7515 -5.9123 0.4887 0.0963 -1.4005
H -10.1243 9.5081 -6.8855 -0.1725 0.1984 -0.1352
H -13.4210 5.7510 -9.1864 -0.2329 0.2020 0.0705
C -10.1998 7.2949 -11.7256 0.4174 -0.6089 0.4628
N -9.3645 11.3969 -2.3357 -0.5661 1.6295 0.0361
H -9.2285 4.7387 -16.3935 0.0096 -0.1040 0.0385
H -4.5009 8.6946 -6.6830 -0.1232 0.0860 -0.2507
H -11.6157 5.7350 -4.6649 0.0967 0.4076 0.2065
H -10.8104 12.4870 -10.3073 -0.2360 0.0447 -0.1510
H -11.5158 2.4547 -0.8605 0.4307 -0.2813 -0.1213
C -15.9516 5.8547 -7.6754 0.3547 -0.1230 0.1505
H -4.3202 11.1781 -11.0753 -0.1147 0.1701 0.1323
H -4.7127 2.9850 -6.2456 0.4313 -0.1005 0.3123
C -15.2810 10.3656 -6.5614 -0.2771 -0.5960 0.1796
C -4.3382 12.0654 -6.1997 0.4268 -0.0354 0.2070
H -12.3876 6.7262 -7.4444 0.0683 -0.0470 0.0111
O -13.3270 15.5708 -11.0622 -0.1197 0.1660 -0.0886
H -18.0121 10.6837 -5.9182 0.0115 0.0726 -0.0209
C -14.8082 13.2523 -6.4323 1.0079 -0.3436 0.4537
H -7.6392 5.0566 -15.8131 0.4459 -0.3249 -0.1668
C -13.6463 12.3143 -6.7512 0.1337 -0.3152 -0.8148
C -15.1367 12.4175 -4.0727 -0.0201 -0.5353 0.0816
H -12.1790 12.9293 -13.2176 -0.0120 0.1303 0.0889
C -8.6958 3.5558 -14.6757 0.1880 0.2074 -0.1192
H -2.4108 10.0386 -5.6643 -0.1208 0.0819 0.0341
H -10.1217 5.3339 -9.5172 -0.0646 -0.0994 -0.0092
H -11.3664 10.4311 -9.0371 -0.1345 -0.4367 0.3634
H -11.4189 10.7697 -4.9561 0.2295 0.1351 -0.1025
O -10.2527 11.0723 -1.2958 0.0567 -0.3972 -0.1936
H -14.3836 14.1568 -5.9866 -0.3433 0.1129 0.0667
C -10.7558 8.0006 -10.4866 0.0792 0.0291 -0.4896
H -10.7720 1.9251 -4.5102 -0.1144 0.0395 -0.1077
H -9.7390 10.9716 -8.9427 0.0650 -0.0902 -0.1291
C -6.1977 12.2151 -9.1800 0.2241 -0.5633 -0.4552
C -6.3472 9.6522 -7.1013 -0.7419 0.4211 -0.0871
H -6.1137 -0.2780 -13.7856 -0.0575 0.0781 -0.1951
C -12.1014 14.0716 -9.5750 -0.0897 0.6125 -0.9100
C -10.3384 10.0554 -9.0207 0.5070 0.4683 -0.3615
H -2.3706 9.4525 -7.3340 -0.0670 -0.0799 0.1538
H -8.5763 8.9515 -4.1002 0.2484 0.5169 0.2783
H -5.7457 1.2483 -13.0129 -0.0300 0.2386 -0.2417
H -8.7590 13.3253 -0.8334 0.2411 0.2792 0.2445
O -17.2736 10.7565 -5.3055 0.1530 -0.2832 0.4453
H -3.2202 9.9873 -14.6185 -0.2076 0.3171 -0.0602
H -8.9509 9.1245 -10.3738 0.0052 0.1395 -0.1626
H -12.9816 12.7324 -7.5113 -0.0007 0.3413 0.2514
H -14.9308 13.3688 -3.5822 -0.3449 0.0294 0.0871
C -4.0318 8.1002 -14.0861 -0.2003 1.0289 0.2181
H -8.3562 5.5173 -13.7617 -0.0974 0.0649 -0.1042
O -13.1544 11.1273 -11.4178 0.1312 0.2531 0.0417
H -7.3679 9.5997 -2.3281 0.2079 -0.0003 -0.1062
C -6.2600 9.7628 -8.6191 -0.5961 0.0342 0.7013
H -6.2621 10.4375 -1.2326 -0.0369 0.0679 0.0934
H -15.3659 8.7070 -7.9812 0.1129 0.1020 0.0078
H -15.2151 5.0530 -5.8313 -0.0997 0.5844 0.3010
C -6.2022 8.8255 -13.8579 0.0951 0.1194 0.6604
H -6.8242 10.7298 -4.3853 -0.2991 -0.1821 0.4164
H -9.6929 5.4156 -3.8797 0.0405 -0.2129 -0.0656
H -12.5909 8.4111 -7.9712 -0.2092 -0.1614 0.1552
H -14.6033 3.5632 -7.4077 -0.0893 0.0353 -0.2872
H -12.1886 14.7591 -8.7299 0.1814 -0.5187 0.4166
H -10.5518 0.8972 -15.8950 0.0142 -0.2650 0.4437
C -6.4580 1.3036 -15.8217 0.5869 0.6702 -0.1122
C -11.8928 5.4597 -2.5020 -0.0345 -0.1057 0.4833
C -13.4311 12.0375 -14.7940 -0.4296 0.1267 0.7459
H -3.5013 8.3332 -13.1588 0.1262 -0.4615 0.0071
H -5.1837 6.9774 -10.1398 -0.0307 0.1539 -0.0280
H -12.7156 8.7916 -9.9002 0.0815 0.4578 -0.3277
H -6.8438 7.5257 -10.5161 0.3145 0.1728 -0.3375
N -10.7068 4.5976 -2.4026 -0.0900 -0.0892 0.3756
H -12.8073 7.2568 -10.6421 0.4150 -0.1231 -0.0517
C -7.1944 12.3236 -2.9565 0.2500 -0.2054 -0.5558
H -9.4400 15.1913 -10.2889 -0.1561 0.0284 0.1202
C -5.4303 10.0357 -14.3643 -0.2695 -0.6322 -0.9957
H -13.8523 3.1366 -2.6416 0.0380 -0.0864 -0.0025
C -12.2508 8.2029 -10.6892 -0.7865 -0.7491 0.5357
C -4.1244 9.4314 -14.8690 0.7811 -0.3874 0.3545
H -9.2769 2.5262 -1.4007 -0.2356 -0.1140 0.0467
H -5.1527 5.7422 -12.1124 -0.0429 0.3212 -0.1895
C -4.0243 10.7522 -6.9582 -0.2404 1.5303 0.1694
C -8.3318 4.2380 -16.0014 -0.9755 0.4703 -0.0063
H -13.8948 13.3815 -13.1088 0.0265 0.0793 -0.0880
C -15.7997 12.5970 -5.4411 0.5599 0.6121 -0.8204
N -4.1560 10.9725 -8.4040 0.1235 -1.8470 -0.0685
H -8.9971 0.1533 -13.8859 -0.4679 0.3216 -0.0097
C -4.9788 9.6640 -6.4670 0.4285 -1.1589 -0.2329
H -9.2344 1.7505 -16.5592 0.2965 -0.2583 0.0798
H -10.0372 4.9732 -13.6062 -0.0579 -0.0419 -0.3344
C -7.3866 11.6698 -4.3141 0.5326 -0.1212 -0.5060
O -9.5445 5.1810 -2.9474 -0.3289 0.2859 -0.0739
H -10.2367 10.1057 -1.1976 0.0713 -0.0020 0.1069
O -6.4428 3.4425 -13.8595 -0.1592 0.2373 -0.3892
C -11.5673 6.8181 -1.8899 0.5779 -0.0794 0.2547
C -6.7927 5.7688 -9.3277 0.9117 -0.3470 -0.6103
H -9.4808 1.5077 -2.8627 0.0902 -0.0576 0.2130
H -3.5654 7.2853 -14.6268 -0.0961 -0.1337 0.0353
H -7.0390 10.4214 -6.7349 0.4823 0.3046 0.1370
H -5.9683 8.7846 -8.9879 0.3194 0.0996 -0.2804
O -15.4966 5.7192 -8.9512 -0.2157 -0.2116 -0.2611
H -15.3458 9.4379 -4.5984 -0.0149 0.1564 -0.0292
C -8.0054 11.6335 -1.8650 0.5252 -1.0176 0.2136
H -11.1167 6.6737 -0.9047 -0.0352 -0.0841 -0.0057
C -11.9602 7.7242 -7.4011 -0.2284 0.7163 -0.9131
C -6.1868 6.6622 -10.4197 -0.4480 0.2861 0.3207
C -9.7323 6.8946 -6.9881 0.6917 -0.8804 -0.3053
O -3.1948 11.8424 -8.9520 -0.3678 0.4067 0.2905
H -8.7563 6.5862 -7.3779 -0.0535 0.3005 -0.1144
H -10.2944 10.0055 -11.1701 0.0847 -0.2047 -0.1506
H -17.7044 13.2398 -4.6050 -0.0294 -0.0105 -0.1037
H -11.8271 10.5772 -3.2819 -0.1643 0.3823 0.1140
H -12.6931 4.9591 -0.5425 0.4602 0.1173 -0.1302
H -14.2574 6.4577 -6.4793 0.0236 -0.0087 0.0689
C -8.0420 12.5296 -0.6407 0.1204 -0.3045 0.3813
H -8.0058 3.5506 -16.7729 0.2969 0.0691 -0.0124
H -14.6991 11.4392 -8.3453 -0.2292 -0.1553 0.0784
C -14.6412 9.5485 -5.4254 0.0298 -0.1363 0.3074
H -16.5371 14.5155 -4.9457 -0.0817 -0.0809 0.1455
C -14.0708 4.5097 -7.5450 0.1513 -0.0592 0.4735
C -7.3331 1.3533 -14.5525 0.6417 0.0496 -0.6357
H -15.7870 11.7670 -3.4823 0.0036 0.3461 0.3009
N -10.3485 7.2018 -9.3185 0.3043 0.0193 -0.0596
C -9.0000 4.6462 -13.6387 0.5120 -0.1606 0.5576
H -14.1456 4.2730 -9.7093 -0.6570 0.0433 -0.1226
C -2.5883 10.3214 -6.7031 0.3392 -0.4141 -0.1662
C -5.4170 2.7637 -5.4501 -1.1747 0.2541 -0.0369
H -4.6159 9.4993 -10.6184 0.1771 0.0990 0.1622
H -10.6307 3.6059 -4.9567 -0.0346 0.1863 0.1058
H -11.9587 8.0854 -6.3709 0.1256 -0.1362 0.0488
H -13.0956 6.5016 -4.0615 0.2519 0.2381 0.3568
C -7.3108 10.3031 -1.5013 -0.2400 -0.1804 0.0348
H -13.5170 10.3294 -7.7309 0.1820 0.1640 0.2057
H -16.5813 9.9760 -8.2360 -0.0020 -0.0612 -0.0419
C -5.0389 10.5101 -10.5976 0.0535 -0.4754 -0.5807
O -14.3610 10.5833 -13.2026 0.2553 -0.5790 -0.1624
H -6.9074 8.7396 -6.8700 0.3431 -0.1547 0.1156
H -8.3122 11.9917 0.2697 -0.4262 -0.0493 -0.1951
H -14.4143 8.5219 -5.7246 0.1735 0.1314 -0.2416
O -11.1564 15.2090 -11.4195 0.1664 -0.0592 -0.1354
H -6.8269 6.1920 -12.4532 -0.3704 -0.5566 -0.0323
H -2.5475 11.2553 -9.3548 0.0564 -0.0207 -0.0239
C -9.5277 9.2919 -3.6682 0.4386 -0.5729 -0.2399
C -14.2457 11.0828 -7.4125 0.1593 -0.0771 -0.0798
H -12.8963 13.3324 -9.5865 -0.1335 0.1093 0.1823
H -11.3394 12.2174 -3.9010 -0.2812 -0.0442 0.1084
H -9.4602 14.0401 -11.5875 -0.2573 -0.1710 -0.1033
H -12.2099 2.9035 -4.5008 -0.0254 0.2066 -0.0168
C -6.5586 1.8844 -5.9815 -0.3249 -1.1698 0.6584
H -6.5430 3.6445 -12.9184 0.2154 -0.1495 -0.0385
C -9.4825 2.5273 -2.4718 0.2074 0.0060 0.0038
C -11.1453 2.9279 -4.2755 0.0316 -0.7281 -0.0628
C -6.7887 4.3835 -9.9481 -0.3339 0.4401 -0.0606
H -7.2819 9.9610 -8.9534 0.0792 -0.1807 -0.3787
O -17.0870 6.0972 -7.4226 -0.4658 0.3826 -0.0327
C -9.9187 9.1386 -7.8939 -0.4154 -0.2622 -0.0786
C -12.9356 4.8083 -1.5986 -0.8714 -0.0096 0.3276
H -5.4668 1.7373 -15.6480 -0.1282 0.0129 0.3039
H -15.5656 11.5417 -14.4987 0.0143 0.1570 -0.3539
H -7.8294 9.8273 -0.6642 0.0865 0.0631 0.0639
H -10.1336 13.3478 -8.9536 0.0145 0.0450 -0.0168
H -10.8231 7.3376 -2.4883 -0.2424 0.0838 -0.0752
H -6.1315 12.2121 -2.7236 -0.0610 0.2069 0.2944
C -9.9358 2.6709 -14.7800 0.2376 -0.5409 -0.2106
H -6.1267 5.7064 -8.4677 -0.3522 0.1150 0.2994
H -5.0216 9.6501 -5.3761 -0.0437 0.3949 0.0022
H -12.9852 4.8062 -4.3080 -0.0634 -0.0971 0.3885
C -13.1964 12.5906 -13.3913 0.3306 -0.3729 0.0989
H -13.8747 5.3632 -1.7204 0.0083 -0.0923 -0.1254
C -14.5848 11.0660 -14.5402 -0.2477 0.5637 0.2172
H -6.3392 1.4370 -6.9496 -0.1067 0.5559 -0.2661
C -12.3111 15.0323 -10.7398 -0.1882 -0.5457 -0.1467
H -3.4948 12.7565 -6.2606 -0.0681 0.0210 -0.1110
C -9.7250 10.8360 -3.6130 0.7707 -1.2743 -0.7509
O -6.0287 4.0262 -5.0826 0.3284 -0.0857 -0.0469
H -6.8759 12.2435 -5.0931 -0.2346 0.2981 0.0858
H -5.9216 10.4374 -11.2437 -0.1093 0.2471 0.2165
H -9.3252 12.4141 -4.9292 0.3621 0.0895 -0.2318
H -9.2263 6.8494 -11.4826 0.1393 0.3674 -0.0773
H -5.5494 13.0096 -9.5489 -0.0563 0.1968 0.2832
H -7.3956 13.3963 -3.0099 -0.2779 -0.0435 0.0672
H -10.2111 5.9407 -6.7511 -0.2151 0.1655 0.0973
H -8.8340 9.0157 -7.9416 -0.0054 -0.0044 -0.1088
H -14.1769 11.9045 -4.1196 -0.0070 -0.0272 -0.2127
H -8.1487 2.9531 -6.9374 -0.1526 0.0919 0.1178
H -4.5233 11.8662 -5.1421 0.0461 0.0380 0.0080
C -10.7345 13.4735 -9.8553 0.4557 -0.0413 0.4705
C -10.5366 7.7404 -7.9847 0.2287 -0.3103 1.8871
C -11.1793 11.1410 -3.9561 0.0968 -0.3424 0.2768
H -1.8589 11.0789 -6.9868 -0.1553 0.2047 0.1588
C -16.0402 9.4048 -7.4794 -0.3013 -0.0060 0.1769
H -5.3378 10.8004 -13.5991 0.0051 -0.0582 0.1162
O -5.3800 7.7587 -13.7225 0.1527 -0.0347 -0.4208
H -15.3010 13.5181 -7.3687 -0.1815 0.0226 0.0704
H -17.4439 13.8642 -6.2576 0.0621 -0.5067 -0.2134
C -7.3356 4.0822 -5.3869 0.0618 -0.1672 -0.0918
C -14.2326 5.0553 -8.9559 1.2100 -0.1321 0.2502
H -5.2101 12.5639 -6.6147 -0.0696 -0.0259 0.0206
C -10.0838 14.4757 -10.8080 0.3061 0.3131 0.1537
O -6.4026 4.4574 -11.2396 -0.5145 0.1085 -0.4086
H -12.0821 1.5427 -2.3236 0.0985 -0.2251 0.4250
C -14.8211 5.5575 -6.7090 -0.1770 -1.1778 -0.3676
H -16.7503 8.8059 -6.9074 -0.0212 -0.0092 -0.0602
H -6.8728 1.9330 -16.6073 -0.1703 -0.3810 -0.2143
H -7.7922 6.0890 -9.0473 -0.0529 -0.1427 0.1177
H -9.5557 8.8537 -2.6709 -0.2007 -0.1151 -0.0519
C -13.1935 3.3125 -1.7880 0.4659 0.1338 -0.1551
O -10.8995 5.8828 -9.3718 -0.1469 0.2304 -0.0879
H -13.0027 12.0940 -5.8988 -0.2572 -0.0551 0.1432
H -13.7302 10.0099 -5.0413 0.0121 -0.0571 0.0004
H -7.2229 0.3792 -12.6188 0.0202 0.2205 -0.0129
H -8.3398 -0.2660 -15.4471 -0.0777 -0.1109 0.1882
C -10.8402 3.1746 -2.7893 1.0805 0.5632 0.0896
C -5.3927 10.8968 -9.1598 0.0542 0.2686 -0.3168
H -12.4620 7.4265 -1.7562 -0.0541 -0.0012 -0.2350
O -7.9423 5.1115 -5.3126 -0.3336 0.1809 0.1577
H -6.7037 0.9949 -5.3588 0.1734 0.2303 0.2448
H -7.0040 12.0857 -9.9076 -0.1325 0.1502 0.1430
H -10.1815 2.3321 -13.7684 -0.2831 0.2931 0.0145
H -13.0485 4.2897 -7.2321 0.1134 0.3901 -0.1932
C -8.6417 0.5829 -14.8235 0.8306 -0.4870 -0.6330
C -12.4174 5.6568 -3.9198 -0.2923 -0.4995 -1.1579
H -8.8871 10.8056 -5.5659 -0.1288 0.2040 -0.1486
H -4.0905 9.2796 -15.9464 -0.3313 -0.0646 0.0004
H -10.2168 8.7497 -4.3266 -0.4885 0.3615 0.3382
O -7.0635 3.3423 -9.4301 -0.0373 -0.2640 0.1767
C -10.0243 9.3448 -10.3424 -0.1676 0.1925 0.3966
C -13.5112 11.3889 -12.5325 -0.2769 0.0622 0.2627
H -13.6835 2.9654 -0.8777 -0.3853 -0.1075 -0.2319
H -5.0124 2.3503 -4.5325 0.5586 0.0462 -0.1960
H -12.5688 11.4256 -15.0584 0.1183 0.3594 -0.4697
C -16.9574 13.5775 -5.3255 -0.1355 0.4767 0.7108
H -10.7477 3.2597 -15.2085 -0.0719 -0.0292 0.1126
H -14.6083 10.2455 -15.2497 -0.0067 -0.2301 0.1876
H -12.4868 8.5991 -11.6739 0.1497 0.3694 0.1000
C -9.6362 1.4125 -15.5962 -0.4863 0.8920 -0.2150
H -6.0309 10.4106 -15.1930 0.0428 0.3738 0.1526
O -7.3583 8.7563 -13.5578 -0.0683 0.0408 -0.0591
N -16.2461 11.3537 -6.0650 -0.2793 0.6669 -1.0184
H -10.7995 6.4255 -11.9957 -0.3082 0.2748 -0.1967
H -8.6645 2.3233 -5.3936 0.0895 0.1073 0.3704
C -8.8294 11.4639 -4.6967 -0.7493 0.2983 0.2099
N -7.6246 2.7204 -14.1381 -0.5634 -0.4398 1.0801
C -6.5552 0.6624 -13.4409 -0.2055 -0.7471 0.6585
```
Forces are in eV/Å.

## Properties
HOMO	-0.28965	Ha
gap between HOMO and LUMO	7.98	eV
max |F|	1.9	eV/A
SMILES	CC1(C)CCCC(C)(C)N1O.CC1(C)CCCC(C)(C)N1O.CC1(C)CCCC(C)(C)N1O.CC1(C)CCCC(C)(C)N1O.CC1(C)CCCC(C)(C)N1O.CC1(C)CCCC(C)(C)N1O.O=C1CCCO1.O=C1CCCO1.O=C1CCCO1.O=C1CCCO1.O=C1CCCO1.O=C1CCCO1
calculated total energy	-4744.7008	Eh

Atomic partial charges in e from the Löwdin method, atoms 1 to 5: C -0.130; H 0.089; C -0.123; H 0.091; H 0.082